Density functional theory data (ωB97M-V with the def2-TZVPD basis set) for C3H3F3N2O in the gas phase.

Positions of all 12 atoms, in Å:
C1 -1.74659 0.33483 -0.36972
O1 -0.67807 -0.77795 -0.46603
C2 0.58136 -0.33650 -0.36343
C3 1.28218 -0.31050 0.95043
F1 2.18800 -1.21631 1.04498
F2 1.88423 0.87166 1.28204
F3 0.40920 -0.56604 1.98712
N1 1.40892 -0.28737 -1.53670
N2 0.94096 0.81774 -1.41583
H1 -1.55025 0.87241 0.43314
H2 -2.67442 -0.29347 -0.19815
H3 -2.04554 0.89149 -1.34784

Calculated values
maximum force: 6.97 eV Å⁻¹
E_HOMO: -10.1 eV
charge: 0
LUMO energy: 0.214 eV
energy above the lowest of the compared OMol25 structures with the same formula, charge and spin: 16.78 kcal per mole
structure (SMILES): COC1(C(F)(F)F)N=N1

---

Density functional theory data (ωB97M-V with the def2-TZVPD basis set) for a molecular structure, C31H29BrCrN9O3.

Positions of all 74 atoms, in Å:
Cr1 -0.13179 -0.69545 -0.03121
C1 1.52083 -4.24235 -5.54691
C2 0.08996 -3.87818 -5.80646
C3 -0.59648 -4.35195 -6.91170
C4 -1.91446 -3.99325 -7.14444
C5 -2.56599 -3.15013 -6.26101
C6 -1.90237 -2.66862 -5.14788
C7 -0.57966 -3.02983 -4.91560
N1 0.14596 -2.52341 -3.83036
C8 -0.30878 -2.10841 -2.61056
N2 -1.42533 -2.70425 -2.12889
C9 -2.31758 -2.13873 -1.19071
C10 -2.05067 -0.89268 -0.60629
C11 -3.09204 -0.30435 0.11397
C12 -4.28731 -0.96110 0.34499
C13 -4.47157 -2.24353 -0.14635
C14 -3.50546 -2.84299 -0.93642
C15 -3.72491 -4.21982 -1.49568
N3 0.36609 -1.25639 -1.89329
C16 1.45903 -0.61581 -2.53612
C17 2.70690 -1.22730 -2.58364
C18 3.76269 -0.59755 -3.21836
C19 3.57142 0.63789 -3.80874
C20 2.32722 1.24367 -3.76177
C21 1.25212 0.63172 -3.13599
C22 -0.10525 1.25842 -3.07741
H1 1.84704 -5.02205 -6.22883
H2 1.64791 -4.59884 -4.52506
H3 2.17113 -3.37585 -5.68506
H4 -0.08931 -5.01192 -7.60077
H5 -2.42886 -4.36158 -8.01907
H6 -3.58794 -2.85109 -6.44310
H7 -2.39912 -1.98357 -4.47741
H8 1.10238 -2.25871 -4.03129
H9 -1.80347 -3.44577 -2.70205
H10 -2.95302 0.68808 0.52418
H11 -5.06064 -0.49765 0.93832
H12 -5.38251 -2.77906 0.07900
H13 -4.59216 -4.67711 -1.02840
H14 -2.86589 -4.86296 -1.30822
H15 -3.90719 -4.18222 -2.57117
H16 2.84229 -2.19370 -2.11716
H17 4.72922 -1.07424 -3.24905
H18 4.38839 1.12286 -4.32136
H19 2.18844 2.20792 -4.22941
H20 -0.08843 2.26555 -3.48385
H21 -0.43437 1.29353 -2.03494
H22 -0.82633 0.66157 -3.63808
N4 1.80065 -1.53602 0.97597
N5 2.79174 -0.64684 0.48861
C23 2.37910 0.65988 0.14942
O1 3.20840 1.54820 0.17128
O2 1.15950 0.77758 -0.19925
H23 1.65607 -1.41110 1.98549
H24 2.11580 -2.49339 0.82621
H25 3.68709 -0.66914 0.97403
Br1 3.42235 -0.29127 3.79468
C24 2.51620 1.28818 3.23538
C25 3.12682 2.51828 3.37441
C26 2.42082 3.60994 2.89743
C27 1.16594 3.41430 2.34227
C28 0.64762 2.13010 2.29169
N6 1.32584 1.07947 2.72710
H26 4.10743 2.61051 3.81637
H27 2.85258 4.59752 2.95576
H28 0.60451 4.24077 1.94118
H29 -0.32737 1.90735 1.87914
O3 -0.76584 -0.51184 1.65098
N7 -0.97573 -1.48685 2.49368
C29 -1.79802 -1.27833 3.50419
C30 -2.48991 -0.06649 3.72386
N8 -3.04090 0.93565 3.84771
C31 -2.04480 -2.33191 4.40108
N9 -2.27919 -3.18304 5.13673

Calculated values
maximum force: 2.22 eV Å⁻¹
spin multiplicity: 2
E_HOMO (spin up / spin down): -8.6 / -8.6 eV
⟨S²⟩: 0.91
charge: 0
LUMO energy (spin up / spin down): -0.502 / -0.508 eV
energy above the lowest of the compared OMol25 structures with the same formula, charge and spin: 32.46 kcal per mole

---

Density functional theory data (ωB97M-V with the def2-TZVPD basis set) for C3H2N2 in the gas phase.

Positions of all 7 atoms, in Å:
N1 0.92339 2.10415 0.03820
C1 0.78180 0.97727 0.02090
C2 0.46468 -0.36766 -0.01833
C3 -1.25343 -0.39514 0.16873
N2 -2.35818 -0.39043 -0.05160
H1 0.47779 -0.99850 -0.97308
H2 0.96395 -0.92969 0.81519

Calculated values
maximum force: 6.63 eV Å⁻¹
E_HOMO: -12.5 eV
charge: 0
LUMO energy: 0.130 eV
energy above the lowest of the compared OMol25 structures with the same formula, charge and spin: 25.95 kcal per mole
structure (SMILES): N#CCC#N

---

Density functional theory data (ωB97M-V with the def2-TZVPD basis set) for a molecular structure, C5H13N2S.

Positions of all 21 atoms, in Å:
C1 -0.13381 1.40867 -2.35996
N1 0.46977 1.57163 -1.05930
C2 0.04406 0.04130 -0.28836
C3 0.18307 -1.27515 -1.02694
S1 -0.29814 -2.70166 0.02928
C4 0.66270 0.08454 1.12686
N2 0.43203 1.32808 1.94541
C5 -0.92183 1.85600 1.75402
H1 -1.25761 1.41471 -2.26821
H2 -0.02392 0.46524 -2.91107
H3 0.04315 2.25986 -3.02070
H4 -1.02450 0.14823 -0.06856
H5 1.08564 0.64899 -0.87479
H6 1.21938 -1.52805 -1.31188
H7 -0.51480 -1.34667 -1.88709
H8 1.74274 -0.06044 1.03808
H9 0.19949 -0.70325 1.70575
H10 1.14836 1.99242 1.68839
H11 -0.97190 2.85763 2.20987
H12 -1.69167 1.30510 2.29246
H13 -1.09009 2.00486 0.68953

Calculated values
maximum force: 4.63 eV Å⁻¹
E_HOMO: -2.7 eV
charge: -1
LUMO energy: 3.811 eV
energy above the lowest of the compared OMol25 structures with the same formula, charge and spin: 85.96 kcal per mole

---

Density functional theory data (ωB97M-V with the def2-TZVPD basis set) for a gas-phase ion, C4H7O2 (charge +1).

Positions of all 13 atoms, in Å:
O1 2.11995 0.45802 0.02104
C1 0.91330 0.27490 0.41688
C2 0.34054 -1.07542 0.59100
C3 -0.57044 -0.74083 -0.57938
C4 -1.59221 0.16877 -0.36282
H1 2.21726 0.82090 -0.87510
H2 -0.18036 -1.17343 1.54788
H3 1.08749 -1.83368 0.33245
H4 -0.35813 -1.16452 -1.56166
H5 0.01490 2.04418 0.25294
H6 -2.17361 0.14570 0.56187
H7 -1.92810 0.79795 -1.18948
O2 0.10942 1.27746 0.84438

Calculated values
maximum force: 2.83 eV Å⁻¹
E_HOMO (spin up / spin down): -14.3 / -14.3 eV
charge: +1
LUMO energy (spin up / spin down): -6.131 / -6.131 eV
energy above the lowest of the compared OMol25 structures with the same formula, charge and spin: 51.15 kcal per mole

---

Density functional theory data (ωB97M-V with the def2-TZVPD basis set) for a molecular structure, C24H46Cl2N3O5RhSi.

Positions of all 82 atoms, in Å:
C1 -2.80183 -0.04936 -4.92363
C2 -2.31638 -1.20532 -4.08513
H1 -2.01525 0.27394 -5.61941
H2 -3.14204 0.81570 -4.32762
H3 -3.61887 -0.41756 -5.56434
C3 -1.52841 -2.13284 -4.64760
C4 -1.05267 -2.17007 -6.04989
H4 -1.33875 -3.10512 -4.12977
H5 -0.58656 -1.24249 -6.40020
H6 -1.87599 -2.45526 -6.70839
H7 -0.30023 -2.96601 -6.08157
Rh1 0.97480 0.45335 0.55609
Cl1 -1.79204 1.95640 -1.35883
C5 0.33930 -2.15264 1.78896
O1 1.24770 -1.31075 1.46050
N1 0.79078 -3.14937 2.51730
C6 2.22477 -3.17349 2.62112
C7 -0.02808 -4.19210 3.10264
H8 -0.71746 -2.11073 1.48232
H9 2.59987 -2.19857 2.94986
H10 2.65367 -3.35217 1.62231
H11 2.50731 -3.95707 3.31718
H12 -1.01415 -3.78670 3.36358
H13 0.48114 -4.55071 4.00976
H14 -0.18458 -5.02533 2.39636
H15 2.13977 2.52959 4.72291
H16 -0.41025 4.22125 4.72277
C8 2.17847 3.13891 3.80793
C9 0.07769 4.48918 3.76180
N2 0.85096 3.37270 3.27787
H17 2.82028 2.60032 3.10292
C10 0.31447 2.46397 2.49869
O2 0.99575 1.38601 2.35809
H18 -0.71200 4.69736 3.01652
H19 -0.66863 2.66153 2.05073
H20 2.58053 4.13005 4.02609
H21 0.77696 5.32911 3.86996
H22 3.25646 1.42816 -3.14828
H23 2.70704 -1.33621 -3.48217
C11 4.10772 1.06034 -2.56397
C12 3.69829 -1.34629 -2.99366
N3 3.81756 -0.25373 -2.02278
H24 4.30053 1.73360 -1.73514
C13 3.35400 -0.37930 -0.76451
O3 3.10318 0.56430 0.04965
H25 3.85772 -2.33172 -2.53562
H26 3.21518 -1.42904 -0.42060
H27 4.96302 0.99680 -3.23654
H28 4.45113 -1.19892 -3.77696
O4 -3.17194 0.06000 -2.21617
C14 -2.86251 -1.18999 -2.57972
C15 -0.80342 -2.66217 -1.90790
C16 -2.11510 -2.27521 -1.63395
H29 -0.32832 -2.15500 -2.74228
C17 -0.17778 -3.68524 -1.15741
H30 -3.88447 -1.60933 -2.69418
C18 -2.76302 -2.94284 -0.60244
H31 0.88974 -3.84222 -1.28179
C19 -0.90748 -4.51259 -0.34175
C20 -2.21218 -4.10553 -0.03449
H32 -3.73021 -2.58085 -0.23468
H33 -0.49913 -5.45834 0.04724
H34 -2.81172 -4.69830 0.66609
Si1 -1.22867 3.73294 -2.14913
Cl2 0.86902 -0.72585 -1.22471
C21 0.24027 4.30680 -1.03384
C22 -2.75479 4.78299 -2.55151
C23 -0.20081 3.30726 -3.68596
H35 0.79214 3.41141 -0.71894
H36 -0.06002 4.83134 -0.12172
H37 1.00827 4.92637 -1.52554
H38 0.73225 2.79332 -3.32414
H39 0.11768 4.12458 -4.33134
H40 -0.80730 2.58817 -4.27749
H41 -3.49082 4.12134 -3.02352
H42 -2.58314 5.61358 -3.25669
H43 -3.20431 5.21219 -1.64267
C24 -1.89814 0.23723 1.67214
O5 -0.90258 0.23349 0.68844
H44 -2.52775 1.11298 1.48310
H45 -1.51013 0.26437 2.69921
H46 -2.53700 -0.63872 1.54551

Calculated values
maximum force: 4.97 eV Å⁻¹
spin multiplicity: 5
E_HOMO (spin up / spin down): -4.5 / -6.4 eV
⟨S²⟩: 6.02
charge: 0
LUMO energy (spin up / spin down): 0.600 / -0.514 eV
energy above the lowest of the compared OMol25 structures with the same formula, charge and spin: 111.99 kcal per mole

---

Q: Number 4 is which compound?
A: C5H13N2S

---

Q: The highest maximum force belongs to which entry?
A: C3H3F3N2O

---

Q: The highest energy above the lowest of the compared OMol25 structures with the same formula, charge and spin belongs to which entry?
A: C24H46Cl2N3O5RhSi

---

Q: Among the records above, which one has the lowest charge?
A: C5H13N2S